Molecular formula: C36H43CdF6N5O7S2
Method: DFT, ωB97M-V with the def2-TZVPD basis set

CARTESIAN COORDINATES (ANGSTROEM)
H -1.942 -4.266 -3.696
C 2.646 1.741 -5.921
C -3.054 -0.721 -2.677
H 3.896 1.508 3.252
C 1.601 2.141 2.135
C -0.522 -3.357 -1.662
H -2.272 -1.944 3.734
F -7.374 -0.684 0.100
H 5.024 -0.415 0.147
H 4.693 2.350 -6.172
H -0.035 -2.583 3.855
C 4.334 1.650 -4.192
C 3.380 0.617 2.855
H 0.671 2.148 0.195
N -4.986 1.217 2.020
H -6.291 0.430 -4.400
C 2.688 -1.713 3.647
O -5.479 1.178 -0.473
H 2.348 1.983 -6.934
C -1.864 -1.264 2.973
O -4.800 -0.915 -4.335
H 0.103 -4.531 -3.412
H 7.083 3.914 -0.974
C -5.726 3.804 1.434
H 2.149 -2.229 4.448
H 1.197 -3.491 1.245
C -1.271 1.213 2.795
C 7.145 2.229 0.357
C -1.193 -0.061 3.629
C -2.244 -3.265 -3.414
C 6.534 1.013 0.656
N -0.950 -2.007 2.093
H 2.567 -1.791 1.578
F -5.798 -2.104 0.475
S -5.014 0.421 0.654
H 5.208 3.110 -2.280
H -2.319 1.487 2.641
C 2.113 0.892 -3.721
C 1.740 1.196 -5.014
H -3.868 -3.217 -4.828
H -4.692 1.143 -4.077
C -0.153 -2.991 2.846
H 1.715 -4.047 2.836
N -0.581 1.121 1.496
C 3.950 1.953 -5.486
H 7.972 2.601 0.948
H 6.894 0.415 1.489
H 0.646 -5.144 -1.813
C -1.924 -1.280 -2.013
O -3.779 -0.299 0.567
S -6.117 2.250 2.418
C -1.554 -2.620 -2.375
O -5.889 2.644 3.776
H 3.434 -0.139 4.889
C 3.427 1.119 -3.245
O -1.255 -0.547 -1.213
H -2.702 -0.925 2.368
C 1.250 -3.203 2.295
F -4.501 3.770 0.914
C 2.803 -0.227 3.996
C -6.304 -0.930 0.856
H 1.822 0.170 4.265
H -0.112 3.193 1.391
H 1.385 0.468 -3.040
C 5.584 2.490 -1.477
C 3.790 0.752 -1.896
H 5.370 1.789 -3.913
N 2.366 0.950 1.876
H 2.737 0.937 0.932
F -6.708 -1.053 2.123
C 6.646 2.952 -0.723
F -6.600 3.982 0.445
H -1.275 1.110 0.752
Cd 0.224 -0.947 0.331
C 4.941 1.259 -1.195
N 2.001 -1.972 2.398
C -3.322 -2.703 -4.049
H -1.673 0.133 4.593
H 3.705 -2.146 3.640
C 0.365 2.211 1.243
H 0.716 1.008 -5.319
C 2.930 -0.129 -1.201
H -0.702 -3.936 2.952
C 5.477 0.540 -0.094
H 1.294 2.134 3.187
F -5.798 4.877 2.234
C 0.426 -4.261 -2.411
H -3.341 0.277 -2.377
C -5.354 0.300 -3.862
H 2.177 3.074 1.994
H -1.501 -2.481 1.382
H -5.542 0.268 -2.787
C -3.725 -1.414 -3.654
C 2.179 -0.910 -0.613
O -7.437 1.884 1.988
O -0.341 -3.248 -0.445
H 4.151 0.037 2.343
H -0.814 2.027 3.364
H 1.346 -3.673 -2.493
H -0.144 -0.293 3.829

Computed properties:
- highest occupied orbital energy (eV) = -0.49
- total energy (eV) = -102352.7753
- charge = -2

Molecular formula: C34H40CrN4O3P2
Method: DFT, ωB97M-V with the def2-TZVPD basis set

CARTESIAN COORDINATES (ANGSTROEM)
C -0.672 0.502 -1.989
N 4.866 6.495 -4.231
C 0.850 2.591 -1.855
C -0.262 -2.523 -0.388
O -2.881 -3.436 -1.194
C -1.991 -4.345 -0.754
C -2.017 2.236 -0.719
H -1.680 1.435 1.298
C -0.182 9.930 1.378
C 0.180 -4.978 0.107
H 0.290 0.517 2.756
H -2.467 -2.530 -0.994
H 1.549 -0.697 2.338
H 5.697 11.549 2.106
H 0.491 6.685 0.898
H -1.860 -7.697 -0.140
H 4.988 8.554 -2.330
O -1.258 -1.698 -0.382
C 0.409 7.752 1.027
H -0.751 5.505 -4.577
C 5.821 9.304 2.361
H -1.718 3.217 -1.115
H 0.807 4.167 -0.340
C -1.534 -6.656 -0.205
C -1.131 1.837 0.434
C 1.002 3.084 -0.396
H -0.733 10.811 1.661
C 0.588 1.112 -2.015
H 1.368 0.608 -2.604
C 1.251 5.748 -3.701
H -0.136 7.817 -5.894
C -0.673 -3.978 -0.353
C 0.485 7.288 -5.184
C 1.760 7.670 -4.765
C 3.925 8.440 -2.620
P 2.952 7.880 -0.037
H -3.051 2.357 -0.352
N 4.105 8.883 0.928
H 4.029 7.699 -5.826
C 5.061 8.298 1.775
N 2.253 6.716 -3.878
C 6.137 5.922 -4.034
H 0.094 3.204 -2.372
H -0.734 -0.502 -2.419
C 6.889 6.102 -5.182
C -0.241 -6.306 0.210
H 1.198 -4.676 0.370
H 7.891 5.723 -5.357
H 6.631 9.165 3.065
H 1.959 9.070 -1.884
C 4.877 7.116 -5.484
H 6.362 5.450 -3.085
H 1.421 4.944 -2.998
C -0.635 8.567 1.460
H 2.060 2.970 -0.099
C 1.126 9.903 0.886
Cr 0.353 0.307 0.066
C 0.165 2.360 0.627
C 3.000 8.996 -1.524
H 0.445 -7.061 0.611
H 1.783 10.722 0.639
H -3.391 -5.959 -1.088
H 1.813 2.796 -2.361
N 1.508 8.571 0.699
H 0.516 2.484 1.650
H 6.371 7.163 -7.108
C 5.339 10.555 1.857
H -2.284 1.677 -2.815
H 3.363 10.004 -1.272
C -1.993 1.197 -1.863
C -2.401 -5.697 -0.716
H -2.772 0.448 -1.657
H 3.732 10.948 0.357
H 5.107 7.217 1.857
C 0.160 6.076 -4.504
H 3.761 8.984 -3.564
C 4.304 10.263 0.972
C 6.093 6.860 -6.104
H -1.598 8.233 1.806
H 2.335 8.555 -5.022
P 3.708 6.613 -2.882
H -0.174 -1.118 2.176
C 0.559 -0.292 2.056
O 0.959 -2.212 -0.395

Computed properties:
- multiplicity = 5
- highest occupied orbital energy (alpha / beta) (eV) = -7.72 / -7.72
- total energy (eV) = -95005.9867
- ⟨S²⟩ = 6.06

Molecular formula: C28H84N12O6P4S2
Method: DFT, ωB97M-V with the def2-TZVPD basis set

CARTESIAN COORDINATES (ANGSTROEM)
N 0.476 -12.947 20.848
H 11.604 3.616 15.074
H -0.646 -11.138 23.606
H 8.980 4.666 12.647
C -5.537 -2.160 17.326
H 1.258 -14.121 22.331
H 3.900 -10.922 23.481
H -10.096 -0.639 17.273
H 1.559 3.823 23.694
H 2.862 -13.931 21.062
H -5.923 0.823 16.262
H 12.193 4.360 13.759
H -1.108 11.822 18.434
H -5.550 -1.661 13.047
H -5.228 -2.094 18.369
H 0.712 -12.018 23.618
N -7.086 -2.121 14.435
H -10.538 -2.145 17.806
H -5.874 -3.194 17.256
H -2.792 11.718 14.131
H -8.553 -1.552 13.039
C 13.231 1.443 10.970
C 2.583 0.918 16.386
H 3.688 -13.773 22.617
P 1.674 -11.672 21.025
H 8.545 3.377 13.770
H 3.435 -0.773 19.541
H -4.657 -1.918 16.730
C 8.453 0.893 11.470
H 12.474 2.684 13.723
H -6.147 9.367 15.561
H -3.914 10.628 13.790
N -2.210 9.661 14.593
H 13.908 1.901 11.691
H -0.582 5.698 24.600
H 2.296 3.384 25.188
C -0.113 -13.101 19.462
H 0.982 -10.449 24.190
C -8.624 -3.569 16.674
C -1.098 10.841 17.960
H 1.889 0.244 15.884
H 4.591 -13.241 21.192
H 7.404 0.701 11.246
H 1.542 5.043 25.172
H -5.207 -1.098 14.694
H -6.833 0.858 17.680
H -5.419 7.803 15.614
P 10.674 2.735 11.542
N 11.883 1.367 11.630
C -1.175 4.819 24.852
N 10.546 3.271 13.138
C 9.301 4.129 13.540
H 7.130 2.905 10.694
H -2.408 10.722 12.712
H 0.992 -8.537 22.504
C -5.690 -1.879 14.106
H 3.921 -10.113 21.853
H -1.204 8.735 12.956
H -3.603 12.184 16.042
H 2.183 0.329 19.185
H 9.028 0.040 11.112
H 8.438 0.925 12.560
H 2.107 1.561 17.127
O -0.377 2.368 24.081
C -8.000 -2.471 13.232
C 3.593 -13.345 21.619
N -4.228 9.366 16.428
N 0.745 -10.579 22.089
H -1.640 5.133 25.787
H 9.601 4.577 14.487
H -7.392 -2.841 12.406
H 0.994 -8.895 20.741
C -1.040 9.037 13.991
H -0.697 -12.198 19.281
C -10.127 -1.669 16.916
N 3.126 -11.982 21.806
H 10.877 0.262 13.200
H 0.062 -15.004 21.282
C -6.005 0.316 17.223
C 2.778 -0.463 18.729
C 0.295 -14.087 21.822
H -8.775 -3.792 17.730
N -2.228 10.794 17.044
C 1.530 4.033 24.763
C 0.419 -10.985 23.426
H -4.992 9.212 14.468
O 1.807 -11.048 19.711
H -0.816 8.079 14.461
H -8.697 -3.265 13.503
O -1.832 8.148 16.814
H 13.593 0.422 10.850
C -4.676 9.420 17.857
C 8.168 3.103 10.427
H 13.322 2.141 10.137
H 2.273 -1.414 18.559
H -7.558 -3.776 16.589
H -1.955 12.821 16.544
H 3.379 1.381 15.803
H 0.672 -13.101 18.706
O 11.171 3.803 10.611
S 3.864 -0.014 17.394
O -8.233 0.230 15.597
C 4.075 -11.036 22.411
O 4.903 1.068 17.903
S -0.088 3.284 25.261
H -0.161 10.686 17.424
H -1.919 4.507 24.120
H -0.780 -13.954 19.341
N 9.083 2.151 11.053
H -5.047 0.379 17.740
H -5.154 -2.792 14.363
H -4.630 8.448 18.349
C 11.845 0.325 12.704
H -0.420 -8.688 21.734
H 8.297 2.977 9.352
P -2.541 9.362 16.216
H -1.334 9.987 18.594
N -6.457 -1.070 16.980
H 12.569 0.494 13.500
H -5.738 9.657 17.922
H 12.071 -0.598 12.169
H -4.120 10.063 18.539
C -2.774 12.132 16.748
H 8.429 4.115 10.737
H 5.061 -11.498 22.354
H -9.282 -4.148 16.026
H -0.258 9.770 13.794
H -10.827 -1.914 16.117
C 11.716 3.412 14.009
C -2.829 10.710 13.718
N -8.836 -2.183 16.499
H -3.082 12.595 17.685
H -0.515 -13.878 22.521
P -7.736 -1.160 15.811
C -5.186 8.859 15.480
C 0.566 -9.151 21.711

Computed properties:
- highest occupied orbital energy (eV) = -8.04
- total energy (eV) = -119386.7149

Molecular formula: C31H29FN8O3V
Method: DFT, ωB97M-V with the def2-TZVPD basis set

CARTESIAN COORDINATES (ANGSTROEM)
H -1.755 1.304 4.746
N 0.528 1.998 -3.967
H -0.708 -4.268 2.577
C 0.294 -1.681 1.705
C 0.286 0.684 1.227
H 0.083 -2.193 3.791
H -0.359 2.229 5.290
C 5.086 0.304 -3.916
C 1.617 2.639 -4.214
V 0.627 0.030 -3.481
N 2.723 0.572 -3.734
C -2.450 -0.398 -4.114
N -0.015 0.155 4.914
C 0.287 -4.100 2.183
H 1.792 -0.164 7.763
H 0.375 -1.122 7.266
C 0.449 -2.270 -1.049
H 1.814 1.005 5.588
H -1.877 1.816 7.192
C 0.164 -1.393 3.070
N -0.676 2.638 -4.171
H -4.887 5.056 -4.880
H 1.834 -0.739 5.317
H -6.118 0.951 -4.928
C 1.218 0.082 5.681
C 0.430 -0.900 -0.668
C 1.159 -5.290 1.944
H -1.805 0.059 6.901
H 6.209 2.050 -4.461
C 0.522 -2.828 -2.474
C -0.857 1.252 5.359
C 0.401 -3.225 -0.068
H 0.738 -6.259 2.165
C 2.864 1.878 -4.080
C 3.815 -0.188 -3.661
C 4.101 2.441 -4.338
O 0.469 0.094 -1.441
H 3.654 -1.225 -3.396
C 0.899 -0.177 7.142
C -5.640 3.044 -4.930
C 5.230 1.639 -4.254
H 2.321 -3.708 2.958
N 0.352 -2.989 1.250
C -1.272 1.002 6.796
H 1.267 -4.687 4.089
O 0.496 -4.037 -2.598
H -4.398 -0.733 -4.540
C 1.464 -4.358 3.079
C -4.035 1.323 -4.546
H 1.827 -5.268 1.094
C -4.640 4.008 -4.784
H -0.282 0.716 8.617
C -3.023 2.271 -4.403
F 0.200 2.216 2.993
H 0.457 1.796 7.630
H 1.612 3.674 -4.540
H -6.656 3.349 -5.140
O 0.632 -1.974 -3.429
H 4.173 3.485 -4.610
N -0.031 0.897 7.644
C -3.342 3.626 -4.526
C -5.346 1.702 -4.812
H 0.407 -4.261 -0.381
C 0.334 -0.638 0.771
N -1.454 0.426 -3.960
H 0.344 1.495 0.514
H -2.552 4.356 -4.421
N -3.690 -0.027 -4.415
H -2.264 -1.460 -3.991
C 0.107 -0.089 3.516
C 0.191 0.938 2.564
H 5.939 -0.355 -3.855
C -1.663 1.802 -4.159

Computed properties:
- multiplicity = 4
- highest occupied orbital energy (alpha / beta) (eV) = -11.36 / -12.57
- total energy (eV) = -79075.7055
- ⟨S²⟩ = 3.77
- charge = +2

Molecular formula: C24H18AgBrN5OS2
Method: DFT, ωB97M-V with the def2-TZVPD basis set

CARTESIAN COORDINATES (ANGSTROEM)
H -0.529 3.706 -3.826
H -6.264 1.646 -2.255
C 0.758 -1.587 2.472
C 2.560 -3.618 3.264
H 4.009 -2.658 2.045
C 1.499 3.160 -3.421
C 1.612 -2.764 -1.227
Ag -0.402 0.024 0.129
H -4.659 2.153 -1.652
C 2.988 -2.645 2.410
O -0.061 -0.669 2.213
C 4.541 1.873 -1.742
C -5.281 1.305 -1.934
H 1.926 3.711 -4.251
H 1.657 -5.865 0.088
C -3.760 0.002 -0.118
C 2.121 -1.619 1.977
C 1.232 -3.655 3.722
H 5.621 1.941 -1.808
C -0.413 -3.205 -0.256
C 3.969 1.149 -0.689
C 2.358 2.456 -2.550
C 2.594 0.991 -0.571
C 3.762 2.492 -2.682
H -1.404 2.438 -1.855
N -2.120 -1.569 -0.313
S -2.835 1.327 0.380
H 4.203 3.038 -3.508
C 2.119 -4.014 -0.903
C -0.344 2.431 -2.094
C 0.152 3.154 -3.192
H 0.909 -4.457 4.374
H 3.602 -1.015 0.582
N 0.417 1.731 -1.292
N -3.412 -1.244 -0.250
N 1.975 0.240 0.410
C 0.011 -4.487 0.102
Br 3.780 -4.977 3.830
H 4.622 0.703 0.050
S -5.517 0.252 -0.473
C 2.608 -0.744 0.965
C 1.760 1.721 -1.490
H -0.667 -2.684 3.654
N 0.397 -2.352 -0.900
H 3.129 -4.286 -1.178
C -1.765 -2.749 0.041
C 1.296 -4.888 -0.208
H 2.221 -2.049 -1.775
H -4.808 0.726 -2.725
H -0.674 -5.147 0.620
H -2.471 -3.433 0.512
C 0.363 -2.686 3.316

Computed properties:
- highest occupied orbital energy (eV) = -4.22
- total energy (eV) = -130391.8369
- charge = -1

Molecular formula: C2H4O2S2
Method: DFT, ωB97M-V with the def2-TZVPD basis set

CARTESIAN COORDINATES (ANGSTROEM)
S 0.985 1.319 0.074
H -0.623 0.864 -1.534
O 3.263 -0.276 0.414
C -0.625 0.697 -0.433
H -1.921 -1.046 0.209
S 2.151 -0.198 -0.493
H -1.408 1.521 -0.068
H -0.933 -0.568 1.474
O -0.040 -1.697 -0.003
C -0.849 -0.614 0.360

Computed properties:
- highest occupied orbital energy (alpha / beta) (eV) = -8.79 / -8.79
- total energy (eV) = -27900.2912

Molecular formula: C13H15N8O5Pt
Method: DFT, ωB97M-V with the def2-TZVPD basis set

CARTESIAN COORDINATES (ANGSTROEM)
N -2.445 -3.100 3.374
N 1.808 0.395 1.244
N -1.089 -1.627 1.500
C -3.118 -2.378 2.479
N -1.524 -0.146 -1.175
C -2.408 -1.584 1.549
H 0.653 -2.475 2.260
N -4.462 -2.426 2.498
C 2.718 -0.516 1.741
H -4.908 -3.027 3.169
C -4.947 1.138 -1.873
C -3.579 0.526 -1.767
O 2.684 -1.705 1.549
O -5.206 2.178 -1.117
H 3.226 3.573 3.206
H -0.609 -3.698 4.064
C -2.478 0.745 -0.918
H 3.731 -0.069 3.593
C -3.204 -0.553 -2.545
C -2.212 1.802 0.125
Pt 0.065 -0.132 0.224
H -1.405 -1.661 -2.540
N 1.463 2.714 1.337
N -1.977 -0.926 -2.158
N 3.249 1.625 2.424
C 3.922 2.754 3.034
H -5.024 -1.929 1.834
O -3.053 2.664 0.332
H 4.321 2.441 3.997
C 3.738 0.265 2.553
H 0.512 2.591 0.998
H 4.748 0.144 2.160
O -5.745 0.639 -2.621
C -1.127 -3.112 3.314
H -4.436 2.467 -0.565
H -3.754 -1.041 -3.333
C -0.417 -2.403 2.353
O -1.077 1.719 0.725
C 2.149 1.632 1.673
H 1.712 3.611 1.717
H -2.945 -0.925 0.878
H 4.747 3.106 2.412

Computed properties:
- multiplicity = 3
- highest occupied orbital energy (alpha / beta) (eV) = -11.89 / -11.90
- total energy (eV) = -39124.5549
- ⟨S²⟩ = 2.01
- charge = +1

Which molar mass belongs to each record? In order, 948.302 666.663 873.088 631.568 644.348 124.186 558.392 g mol⁻¹.